Entry 1:
Density functional theory data (ωB97M-V with the def2-TZVPD basis set) for C2H3NO3 in the gas phase at a distorted geometry.

Values from the calculation:
Kohn-Sham gap   10.64 eV
LUMO level   0.5 eV
Molecular weight   89.05 g/mol
Structure (SMILES)   O=CNOC=O

Geometry as XYZ:
```
9
Properties=species:S:1:pos:R:3:lowdin_charge:R:1
O -0.512 2.699 0.562 0.0301
C -0.963 1.609 0.176 -0.2386
N -0.258 0.347 -0.205 -0.0089
O 0.764 -0.407 0.374 -0.0703
C 0.918 -1.664 -0.254 -0.3044
O 0.151 -2.447 -0.672 0.1353
H -2.047 1.301 -0.025 0.1399
H -1.101 -0.428 -0.125 0.1744
H 1.994 -1.737 -0.066 0.1426
```

Entry 2:
Density functional theory data (ωB97M-V with the def2-TZVPD basis set) for 2 unconnected molecules or ions with the total composition C2H3NO3 at a distorted geometry.

Values from the calculation:
Kohn-Sham gap   9.85 eV
LUMO level   0.1 eV
Molecular weight   89.05 g/mol
Structure (SMILES)   C=C=O.O=NO

Geometry as XYZ:
```
9
Properties=species:S:1:pos:R:3:lowdin_charge:R:1
C 1.792 0.739 0.186 0.0110
C 1.227 -0.384 0.007 -0.3452
O 0.644 -1.349 -0.013 0.1692
H 2.819 0.706 0.381 0.0455
H 1.219 1.630 -0.247 0.1105
O -2.528 1.016 0.116 0.0569
N -1.700 0.248 -0.187 -0.0766
O -2.101 -1.099 0.105 -0.0079
H -1.371 -1.507 -0.349 0.0365
```

Entry 3:
Density functional theory data (ωB97M-V with the def2-TZVPD basis set) for C2H3NO3 in the gas phase at a distorted geometry.

Values from the calculation:
Kohn-Sham gap (spin up / spin down)   7.68 / 8.49 eV
LUMO level (spin up / spin down)   -1.5 / -0.8 eV
Molecular weight   89.05 g/mol

Geometry as XYZ:
```
9
Properties=species:S:1:pos:R:3:lowdin_charge:R:1
C -0.722 -0.577 -0.017 0.0717
C 1.644 0.439 -0.045 -0.0506
N 2.924 -0.049 -0.009 -0.4066
O 3.855 0.804 0.016 0.0206
O 3.084 -1.270 -0.064 0.0585
O 0.594 -0.395 0.089 -0.0529
H -1.110 0.405 -0.192 0.0700
H -1.265 -1.453 0.434 0.1090
H 1.471 1.566 -0.256 0.1802
```

Entry 4:
Density functional theory data (ωB97M-V with the def2-TZVPD basis set) for C2H3NO3 in the gas phase at a distorted geometry.

Values from the calculation:
Kohn-Sham gap (spin up / spin down)   4.97 / 9.71 eV
Multiplicity   3
LUMO level (spin up / spin down)   0.2 / -0.5 eV
⟨S²⟩   2.009
Molecular weight   89.05 g/mol

Geometry as XYZ:
```
9
Properties=species:S:1:pos:R:3:lowdin_charge:R:1
C -1.624 0.056 0.659 -0.2059
C 0.801 -0.193 0.171 -0.5305
N -0.436 -0.046 0.158 0.1054
O 1.680 0.750 0.218 0.1395
O 1.315 -1.461 0.013 0.1602
O -2.672 0.324 -0.119 -0.0336
H 1.300 1.704 0.295 0.2052
H 2.099 -1.202 -0.345 0.0480
H -2.463 0.067 -1.050 0.1117
```

Entry 5:
Density functional theory data (ωB97M-V with the def2-TZVPD basis set) for C2H3NO4 in the gas phase at a distorted geometry.

Values from the calculation:
Kohn-Sham gap (spin up / spin down)   7.96 / 7.06 eV
Multiplicity   3
LUMO level (spin up / spin down)   0.6 / -3.8 eV
⟨S²⟩   2.007
Molecular weight   105.05 g/mol

Geometry as XYZ:
```
10
Properties=species:S:1:pos:R:3:lowdin_charge:R:1
C -1.274 1.222 0.564 -0.3259
C 0.623 -0.080 -0.653 -0.0685
N 0.613 -1.410 0.104 -0.4713
O 0.022 0.919 0.146 -0.0343
O 0.010 -1.389 1.107 0.0631
O 1.390 -2.275 -0.265 0.2426
O -2.256 0.614 0.715 0.1459
H -1.064 2.369 0.825 0.1822
H 0.263 -0.263 -1.616 0.1082
H 1.673 0.292 -0.928 0.1579
```

Entry 6:
Density functional theory data (ωB97M-V with the def2-TZVPD basis set) for C2H3NO4S2 in the gas phase at a distorted geometry.

Values from the calculation:
Kohn-Sham gap (spin up / spin down)   7.17 / 7.18 eV
LUMO level (spin up / spin down)   -1.0 / -1.0 eV
Molecular weight   169.18 g/mol

Geometry as XYZ:
```
12
Properties=species:S:1:pos:R:3:lowdin_charge:R:1
C 1.174 -0.471 -0.854 -0.4510
C -0.010 -0.161 -0.002 0.0306
N 2.874 2.271 0.149 -0.6486
O 1.769 1.995 0.567 0.0101
O 2.386 -0.258 -0.320 -0.3765
O 3.502 3.267 0.088 0.0792
O 0.947 -0.834 -2.101 -0.4981
S 3.546 0.850 -0.703 1.1138
S 2.161 -0.964 -3.330 0.4457
H -0.867 -0.776 0.117 0.0895
H 0.163 0.164 1.060 0.1140
H -0.220 0.770 -0.470 0.0915
```

Entry 7:
Density functional theory data (ωB97M-V with the def2-TZVPD basis set) for 2 unconnected molecules or ions with the total composition C2H3NOS at a distorted geometry.

Values from the calculation:
Kohn-Sham gap   10.47 eV
LUMO level   0.8 eV
Molecular weight   89.12 g/mol
Structure (SMILES)   O=C=S.C=N

Geometry as XYZ:
```
8
Properties=species:S:1:pos:R:3:lowdin_charge:R:1
O 3.412 -1.576 0.578 0.0941
C 3.622 -0.506 0.196 -0.9404
S 3.884 0.911 -0.257 0.8217
C -0.014 -0.595 0.314 -0.1281
N 0.051 -0.212 -0.886 0.0413
H -0.469 -0.150 1.169 0.0543
H 0.473 -1.561 0.413 0.0537
H -0.433 0.522 -1.285 0.0034
```

Entry 8:
Density functional theory data (ωB97M-V with the def2-TZVPD basis set) for C2H3NOS in the gas phase at a distorted geometry.

Values from the calculation:
Kohn-Sham gap   9.50 eV
LUMO level   -0.4 eV
Molecular weight   89.12 g/mol
Structure (SMILES)   O=C/C=N/S

Geometry as XYZ:
```
8
Properties=species:S:1:pos:R:3:lowdin_charge:R:1
O 2.775 -0.426 -0.040 0.0583
C 1.710 0.134 0.116 -0.1869
C 0.170 -0.361 -0.014 -0.2895
N -0.745 0.473 -0.045 -0.2826
S -2.387 -0.344 0.029 0.7030
H 1.537 1.185 0.074 0.0849
H 0.039 -1.433 0.002 0.0846
H -3.098 0.773 -0.122 -0.1719
```

Entry 9:
Density functional theory data (ωB97M-V with the def2-TZVPD basis set) for a molecular structure, C2H3NOS at a distorted geometry.

Values from the calculation:
Kohn-Sham gap   9.02 eV
LUMO level   0.6 eV
Molecular weight   89.12 g/mol

Geometry as XYZ:
```
8
Properties=species:S:1:pos:R:3:lowdin_charge:R:1
C 0.738 -0.166 0.108 -0.5776
C -0.267 0.980 0.026 -0.3394
N -0.205 -1.175 -0.021 -0.2383
O 1.933 -0.363 0.212 0.0664
S -1.574 -0.203 0.182 0.8763
H -0.228 1.751 0.682 0.0476
H -0.343 1.286 -1.013 0.0864
H -0.053 -2.110 -0.175 0.0787
```

Entry 10:
Density functional theory data (ωB97M-V with the def2-TZVPD basis set) for a molecular structure, C2H3NOS at a distorted geometry.

Values from the calculation:
Kohn-Sham gap   8.12 eV
LUMO level   -0.7 eV
Molecular weight   89.12 g/mol

Geometry as XYZ:
```
8
Properties=species:S:1:pos:R:3:lowdin_charge:R:1
C -0.225 0.395 0.177 -0.7066
C 1.504 -1.134 0.299 -0.1712
H 0.407 1.456 0.699 0.1866
H -0.544 -1.595 -0.121 0.1431
H 1.960 -1.997 0.643 0.1021
N 0.088 -0.900 0.311 -0.0466
O 2.255 -0.097 0.066 -0.0403
S -1.760 0.853 -0.424 0.5329
```

Entry 11:
Density functional theory data (ωB97M-V with the def2-TZVPD basis set) for a molecular structure, C2H3NOS at a distorted geometry.

Values from the calculation:
Kohn-Sham gap (spin up / spin down)   8.32 / 7.87 eV
LUMO level (spin up / spin down)   -1.6 / -1.9 eV
Molecular weight   89.12 g/mol

Geometry as XYZ:
```
8
Properties=species:S:1:pos:R:3:lowdin_charge:R:1
C 1.303 -1.534 -0.748 -0.2402
C -1.448 1.651 0.741 -0.7095
N 0.367 -1.601 0.024 -0.0895
O -1.445 2.823 0.454 -0.0298
S -0.132 0.569 0.263 0.8507
H 1.638 -0.665 -1.158 0.0011
H 1.914 -2.499 -1.039 0.1370
H -2.196 1.256 1.461 0.0804
```

Entry 12:
Density functional theory data (ωB97M-V with the def2-TZVPD basis set) for C2H3NOS in the gas phase at a distorted geometry.

Values from the calculation:
Kohn-Sham gap (spin up / spin down)   7.90 / 7.89 eV
LUMO level (spin up / spin down)   -0.4 / -0.4 eV
Molecular weight   89.12 g/mol

Geometry as XYZ:
```
8
Properties=species:S:1:pos:R:3:lowdin_charge:R:1
C 0.311 1.171 1.531 -0.4419
C 0.036 -0.414 -0.110 0.0262
N 0.058 0.804 0.305 -0.1991
O -0.043 2.125 3.839 -0.6002
S -0.720 1.830 2.585 0.8355
H -0.204 -0.532 -1.083 0.0404
H 0.183 -1.100 0.839 0.1453
H -0.016 1.480 -0.517 0.1937
```

Going through the records in order, we get ΔE to the lowest compared entry with this formula, charge and spin values of 101.0; 115.7; 187.7; 70.9; 79.4; 19.2; 15.5; 46.3; 24.4; 46.0; 83.7; 104.0 kcal per mole.